Molecular formula: C3H10N2O
Method: DFT, ωB97M-V/def2-TZVPD

Frontier orbital gap in eV: 9.06
Energy in Ha: -304.953957
SMILES: C=CN.NCO
HOMO level in Eh: -0.302
ΔE to the lowest compared entry with this formula, charge and spin in eV: 3.2842

Last column: Mulliken charge in e.
CARTESIAN COORDINATES (ANGSTROEM)
H (0.3991, 0.3218, -0.7364)  0.0205
H (1.0368, 2.0710, -2.8240)  0.2036
H (1.0531, -1.4136, -0.1135)  0.1871
H (1.4003, -2.9356, 0.9414)  0.2801
C (0.9267, -1.9808, 0.8892)  -0.7304
C (-0.1792, 1.0085, -1.4001)  -0.0063
N (-1.0834, -0.7339, 1.7367)  -0.5152
N (0.8545, 1.9082, -1.8389)  -0.5055
H (0.9627, 2.7787, -1.3665)  0.1691
H (-0.6126, 0.3395, -2.2320)  0.2500
H (-0.9494, -0.3340, 2.7060)  0.2526
H (-0.7499, 2.2437, -0.2227)  0.2869
H (-0.5788, -2.7195, 2.3946)  0.3619
O (-1.2755, 1.5058, -0.5977)  -0.4946
C (-0.2762, -1.9136, 1.7127)  -0.0294
H (-0.9282, -0.1463, 0.9511)  0.2696

Cartesian forces, eV/Å:
H -0.82 0.10 -0.27
H -0.71 -0.25 0.20
H -0.08 -0.56 2.33
H 0.52 -0.49 -0.15
C -4.64 -0.11 0.76
C 0.33 -3.07 -0.20
N 0.27 -2.00 2.50
N -0.04 0.37 -1.15
H -0.05 0.37 0.61
H 0.72 1.40 1.00
H -0.60 0.00 -1.93
H -1.37 -0.13 0.51
H 0.52 0.49 -0.11
O 1.97 1.34 -0.79
C 3.74 1.59 -3.14
H 0.26 0.94 -0.18